Entry 1:
ORCA calculation (ωB97M-V/def2-TZVPD) on C3H6N3O as an isolated structure.

Each line ends with the Mulliken charge.
CARTESIAN COORDINATES (ANGSTROEM)
1 C -0.714 -0.679 -0.462  -0.518
2 C -0.031 0.544 -1.077  -0.606
3 C 0.194 -1.077 0.731  -0.334
4 N 0.135 1.730 -0.233  -0.593
5 N 0.420 -0.304 1.817  -0.521
6 N 0.420 1.530 0.964  0.565
7 O 0.487 2.421 1.788  -0.673
8 H -1.690 -0.505 -0.062  0.361
9 H -0.775 -1.399 -1.357  0.214
10 H 0.852 0.152 -1.523  0.364
11 H -0.598 1.139 -1.932  0.281
12 H 0.004 -2.009 1.290  0.338
13 H 1.295 -1.543 0.055  0.123

Output
Gap between HOMO and LUMO (alpha / beta) = 7.2 / 7.2 eV
Net charge = -1
Energy relative to the best compared isomer or geometry (same formula, charge and spin) = 2.5705 eV

=====

Entry 2:
ORCA calculation (ωB97M-V/def2-TZVPD) on a 2-piece molecular cluster, C3H3BrO2 overall.

Each line ends with the Mulliken charge.
CARTESIAN COORDINATES (ANGSTROEM)
1 C 0.270 -1.572 0.124  -0.419
2 C -1.026 1.562 -0.197  0.334
3 C 0.975 -0.519 0.085  0.042
4 O -1.953 0.925 -0.651  -0.398
5 O 0.130 1.346 0.248  -0.325
6 Br 2.779 -0.207 -0.321  -0.104
7 H 0.637 -2.574 0.097  0.341
8 H -0.692 -1.635 0.713  0.209
9 H -1.121 2.673 -0.100  0.320

Output
Gap between HOMO and LUMO (alpha / beta) = 8.6 / 5.6 eV
Multiplicity = 3
Energy relative to the best compared isomer or geometry (same formula, charge and spin) = 2.6720 eV

=====

Entry 3:
ORCA calculation (ωB97M-V/def2-TZVPD) on a 2-piece molecular cluster, H2 overall.

Each line ends with the Mulliken charge.
CARTESIAN COORDINATES (ANGSTROEM)
1 H 0.224 -0.449 0.195  0.000
2 H -0.224 0.449 -0.195  0.000

Output
Gap between HOMO and LUMO = 14.3 eV
Energy relative to the best compared isomer or geometry (same formula, charge and spin) = 1.1148 eV

=====

Entry 4:
ORCA calculation (ωB97M-V/def2-TZVPD) on a 7-piece molecular cluster, C20H31BN2O27S6 overall.

Each line ends with the Mulliken charge.
CARTESIAN COORDINATES (ANGSTROEM)
1 N 6.320 3.665 1.470  -0.473
2 B 4.879 3.719 1.682  -0.057
3 O 4.403 3.672 2.985  -0.264
4 N 3.986 3.866 0.477  0.016
5 C 3.287 2.699 0.053  0.208
6 O 3.782 1.731 -0.470  -0.580
7 C 1.811 2.861 0.388  0.496
8 C 0.743 1.987 0.239  -0.683
9 C -0.520 2.437 0.652  -0.464
10 C -0.695 3.707 1.232  -0.494
11 C 0.385 4.593 1.381  -0.621
12 C 1.623 4.150 0.935  0.464
13 C 2.977 4.828 0.900  0.166
14 O 3.270 5.974 1.125  -0.536
15 H 6.795 3.921 2.333  0.226
16 H 6.615 2.732 1.192  0.247
17 H 3.520 3.276 3.024  0.310
18 H 0.897 1.004 -0.210  0.669
19 H -1.393 1.790 0.528  0.495
20 H -1.691 4.004 1.569  0.389
21 H 0.289 5.587 1.822  0.484
22 O -1.411 -1.249 -0.768  -0.550
23 S -0.969 -2.403 -1.476  0.972
24 O -1.771 -3.057 -2.444  -0.319
25 O -0.463 -3.487 -0.399  -0.369
26 C 0.909 -3.823 -0.650  -0.244
27 C 1.504 -2.585 -1.284  -0.330
28 O 0.468 -2.078 -2.132  -0.324
29 H 0.932 -4.670 -1.339  0.240
30 H 1.410 -4.095 0.275  0.320
31 H 2.399 -2.803 -1.861  0.374
32 H 1.732 -1.822 -0.534  0.213
33 O 2.111 2.455 7.634  -0.523
34 S 3.439 2.694 8.078  1.124
35 O 3.950 2.154 9.284  -0.545
36 O 3.680 4.287 8.083  -0.339
37 C 4.788 4.613 7.234  -0.298
38 C 4.802 3.528 6.180  -0.140
39 O 4.450 2.330 6.886  -0.313
40 H 5.698 4.595 7.838  0.287
41 H 4.660 5.604 6.805  0.319
42 H 5.774 3.421 5.705  0.280
43 H 4.045 3.706 5.417  0.136
44 O 2.583 -4.425 -3.940  -0.508
45 S 2.201 -4.759 -5.268  1.046
46 O 2.395 -6.055 -5.808  -0.555
47 O 2.844 -3.674 -6.262  -0.343
48 C 1.803 -3.023 -7.008  -0.323
49 C 0.593 -3.066 -6.101  0.287
50 O 0.666 -4.349 -5.463  -0.228
51 H 1.634 -3.590 -7.926  0.312
52 H 2.095 -2.006 -7.260  0.336
53 H -0.343 -2.961 -6.642  0.019
54 H 0.650 -2.297 -5.326  0.068
55 O -4.421 -4.151 -4.598  -0.484
56 S -4.488 -4.606 -3.252  1.054
57 O -3.438 -4.395 -2.329  -0.450
58 O -4.873 -6.173 -3.275  -0.334
59 C -6.080 -6.388 -2.538  -0.358
60 C -6.853 -5.092 -2.667  -0.331
61 O -5.859 -4.066 -2.599  -0.322
62 H -5.814 -6.590 -1.498  0.281
63 H -6.626 -7.237 -2.943  0.323
64 H -7.589 -4.964 -1.878  0.321
65 H -7.348 -5.022 -3.640  0.259
66 O -2.878 6.675 9.351  -0.539
67 S -2.424 5.536 8.637  1.106
68 O -3.209 4.904 7.640  -0.526
69 O -1.946 4.431 9.704  -0.330
70 C -0.573 4.091 9.473  -0.297
71 C 0.038 5.336 8.870  -0.114
72 O -0.978 5.864 8.011  -0.326
73 H -0.541 3.254 8.773  0.289
74 H -0.091 3.801 10.404  0.326
75 H 0.944 5.124 8.307  0.109
76 H 0.254 6.084 9.637  0.304
77 O -2.912 -2.064 -10.050  -0.558
78 S -2.922 -2.508 -8.704  1.047
79 O -1.833 -2.277 -7.820  -0.543
80 O -3.274 -4.073 -8.690  -0.332
81 C -4.446 -4.300 -7.894  -0.036
82 C -5.244 -3.019 -8.005  -0.385
83 O -4.261 -1.979 -7.995  -0.326
84 H -4.132 -4.483 -6.866  0.150
85 H -4.995 -5.164 -8.264  0.303
86 H -5.945 -2.893 -7.183  0.310
87 H -5.784 -2.966 -8.954  0.329

Output
Gap between HOMO and LUMO = 9.7 eV
SMILES = NB(O)N1C(=O)c2ccccc2C1=O.O=S1(=O)OCCO1.O=S1(=O)OCCO1.O=S1(=O)OCCO1.O=S1(=O)OCCO1.O=S1(=O)OCCO1.O=S1(=O)OCCO1
Energy relative to the best compared isomer or geometry (same formula, charge and spin) = 0.0000 eV

=====

Entry 5:
ORCA calculation (ωB97M-V/def2-TZVPD) on C26H24NO9PSe2V as an isolated structure.

Each line ends with the Mulliken charge.
CARTESIAN COORDINATES (ANGSTROEM)
1 V -0.136 -0.759 -0.443  0.899
2 O -2.853 -1.071 0.471  -0.528
3 C -3.433 -1.372 -0.779  -0.193
4 C -2.723 -2.492 -1.528  -1.037
5 N -1.251 -2.340 -1.614  0.556
6 C -0.767 -2.103 -2.975  -0.428
7 C 0.692 -1.640 -2.985  0.463
8 O 1.370 -1.772 -3.976  -0.709
9 O 1.098 -1.111 -1.854  -0.468
10 C -0.592 -3.500 -0.960  -0.316
11 C -0.797 -3.258 0.533  0.065
12 O -1.466 -3.989 1.232  -0.689
13 O -0.293 -2.106 0.900  -0.326
14 H -2.780 -1.867 1.015  0.344
15 H -3.392 -0.446 -1.346  -0.219
16 H -4.488 -1.662 -0.678  0.499
17 H -3.139 -2.552 -2.540  0.502
18 H -2.937 -3.449 -1.044  0.420
19 H -1.363 -1.290 -3.396  0.059
20 H -0.867 -2.987 -3.616  0.406
21 H 0.475 -3.478 -1.189  0.426
22 H -1.033 -4.449 -1.280  0.431
23 Se 1.190 0.711 0.992  -0.271
24 P 2.714 -0.640 1.831  0.587
25 Se 3.186 -2.506 0.930  -0.454
26 C 4.182 0.448 1.932  0.483
27 C 4.121 1.612 2.697  -0.364
28 C 5.212 2.457 2.776  -0.628
29 C 6.378 2.152 2.080  -0.389
30 C 6.439 1.000 1.315  -0.554
31 C 5.345 0.146 1.243  -0.391
32 C 2.334 -0.862 3.610  0.258
33 C 3.288 -1.502 4.403  -0.470
34 C 3.062 -1.694 5.753  -0.621
35 C 1.871 -1.261 6.328  -0.385
36 C 0.917 -0.637 5.543  -0.635
37 C 1.150 -0.435 4.187  -0.105
38 H 3.211 1.860 3.232  0.340
39 H 5.153 3.357 3.375  0.375
40 H 7.232 2.816 2.134  0.364
41 H 7.341 0.758 0.767  0.369
42 H 5.379 -0.764 0.655  0.236
43 H 4.203 -1.860 3.946  0.345
44 H 3.810 -2.189 6.358  0.374
45 H 1.690 -1.417 7.384  0.359
46 H -0.017 -0.304 5.979  0.384
47 H 0.405 0.053 3.569  0.247
48 O -0.777 2.584 -0.404  -0.665
49 C -1.367 1.884 -1.201  0.364
50 O -1.234 0.590 -1.336  -0.174
51 C -2.381 2.481 -2.149  0.060
52 C -2.648 3.840 -2.050  -0.576
53 C -3.581 4.469 -2.879  -0.960
54 C -4.216 3.673 -3.799  0.950
55 O -5.160 4.042 -4.725  -0.503
56 C -5.504 2.848 -5.427  -0.253
57 O -4.712 1.780 -4.919  -0.525
58 C -3.948 2.324 -3.910  1.040
59 C -3.037 1.694 -3.106  -0.901
60 H -2.112 4.404 -1.300  0.518
61 H -3.792 5.525 -2.806  0.413
62 H -5.289 2.982 -6.490  0.243
63 H -6.562 2.627 -5.259  0.252
64 H -2.805 0.645 -3.209  0.104

Output
Gap between HOMO and LUMO (alpha / beta) = 7.2 / 7.2 eV
Multiplicity = 3
Net charge = -1
Energy relative to the best compared isomer or geometry (same formula, charge and spin) = 1.0719 eV

=====

Entry 6:
ORCA calculation (ωB97M-V/def2-TZVPD) on a 14-piece molecular cluster, C3H34O14 overall.

Each line ends with the Mulliken charge.
CARTESIAN COORDINATES (ANGSTROEM)
1 C 1.436 -3.243 0.961  -1.591
2 C 1.611 -1.758 0.838  1.419
3 C 3.057 -1.329 1.132  -1.104
4 O 0.718 -1.004 1.630  -0.649
5 H 1.734 -3.682 1.927  0.354
6 H 1.901 -3.808 0.177  0.409
7 H 0.408 -3.610 0.799  0.351
8 H 1.335 -1.374 -0.164  -0.131
9 H 3.594 -1.195 0.203  -0.046
10 H 3.592 -1.994 1.798  0.382
11 H 3.127 -0.396 1.746  0.364
12 H 1.029 -0.068 1.439  0.322
13 H 1.231 1.892 0.588  0.362
14 H 0.006 1.898 1.758  0.303
15 O 0.882 1.665 1.447  -0.564
16 H -2.149 2.256 2.833  0.232
17 H -2.054 1.318 1.566  0.222
18 O -1.705 2.079 2.033  -0.656
19 H -2.787 -2.189 -1.581  0.369
20 H -2.402 -3.472 -2.270  0.297
21 O -2.634 -3.124 -1.405  -0.619
22 H 0.058 -0.730 -2.880  0.225
23 H 0.431 -1.771 -3.795  0.307
24 O 0.611 -1.541 -2.868  -0.585
25 H -2.128 0.211 -2.357  0.288
26 H -3.607 -0.315 -2.056  0.280
27 O -2.731 -0.541 -2.397  -0.673
28 H -1.788 -0.582 4.251  0.310
29 H -2.665 -1.577 3.485  0.299
30 O -2.637 -0.725 3.892  -0.613
31 H -0.032 1.896 -2.878  0.305
32 H -0.368 3.371 -3.361  0.321
33 O 0.213 2.640 -3.375  -0.630
34 H -0.629 -1.191 0.644  0.199
35 H -1.317 -1.364 -0.718  0.065
36 O -1.319 -0.754 0.042  0.126
37 H 1.641 2.499 -1.515  0.329
38 H 2.871 1.588 -1.054  0.337
39 O 2.307 2.332 -0.837  -0.722
40 H 3.957 -0.700 -1.329  0.295
41 H 3.452 -0.733 -2.697  0.250
42 O 3.288 -0.265 -1.878  -0.551
43 H 2.117 3.133 3.135  0.282
44 H 2.494 3.411 1.800  0.301
45 O 2.901 3.039 2.590  -0.604
46 H -3.219 -0.235 0.602  0.233
47 H -4.781 -0.048 0.560  0.266
48 O -4.014 -0.336 0.051  -0.564
49 H -0.568 1.000 -0.699  0.156
50 H -1.163 2.264 -0.239  0.287
51 O -0.857 1.858 -1.070  -0.547

Output
Gap between HOMO and LUMO = 10.0 eV
Energy relative to the best compared isomer or geometry (same formula, charge and spin) = 1.7275 eV